(1)
ORCA calculation (ωB97M-V/def2-TZVPD) on C21H43FO16S3Si2 as an isolated structure.

```
86
Properties=species:S:1:pos:R:3
C 5.9375 -1.4436 1.7750
C 5.6186 -2.1382 0.4656
O 5.0574 -3.1640 0.4628
O 6.0017 -1.5482 -0.7079
C 4.8937 -0.9941 -1.4273
C 4.1242 0.0311 -0.5615
C 3.4731 1.0752 -1.4877
C 2.9604 2.2464 -0.6234
C 1.5310 1.9135 -0.0708
C 0.5527 3.1065 -0.2059
C -0.7937 2.5624 -0.7780
C -2.0359 3.3198 -0.2657
Si -3.3120 2.1683 0.5047
S -4.2772 3.3547 2.0176
O -2.4372 0.8783 1.2031
Si -2.7585 -0.6383 0.6459
C -1.4928 -1.7877 1.4412
C -0.0622 -1.3244 1.0936
C 1.0575 -2.1001 1.7980
S 1.2810 -1.7209 3.5297
O 2.0245 -0.5215 3.7401
O 1.9385 -2.8393 4.0921
O -0.1441 -1.5966 4.2498
C -4.4964 -1.1907 1.1632
C -5.4195 -1.4632 0.0022
O -6.0217 -0.5850 -0.5043
O -5.4844 -2.7330 -0.4290
S -2.5027 -0.8948 -1.5383
O -3.4826 -0.2038 -2.2801
O -1.1813 -0.5985 -1.9628
F -2.7129 -2.4662 -1.7541
H 6.8330 -1.8826 2.2128
H 6.0752 -0.3779 1.6067
H 5.1229 -1.6105 2.4734
H 5.2437 -0.4643 -2.3082
H 4.1957 -1.7704 -1.7562
H 3.3840 -0.4610 0.0709
H 4.8421 0.5769 0.0480
H 2.6683 0.6214 -2.0703
H 4.1967 1.4752 -2.2023
H 2.9428 3.1759 -1.1907
H 3.6102 2.3812 0.2431
H 1.2003 1.0565 -0.6614
H 1.5953 1.5892 0.9689
H 0.8994 3.8574 -0.9122
H 0.3991 3.5264 0.7877
H -0.8132 1.5070 -0.5145
H -0.7441 2.5950 -1.8659
H -1.7704 4.0205 0.5337
H -2.5011 3.9370 -1.0356
H -4.2800 1.6227 -0.4552
H -5.5659 2.9597 2.0426
H -1.7141 -2.7869 1.0517
H -1.7229 -1.7603 2.5086
H 0.0413 -0.2440 1.2063
H 0.0713 -1.5082 0.0245
H 0.9383 -3.1641 1.6126
H 2.0017 -1.8229 1.3274
H -0.1887 -0.7289 4.6864
H -4.8970 -0.4421 1.8430
H -4.3625 -2.1277 1.7146
H -5.5408 -2.6546 -1.3957
C -10.1479 -5.7189 -4.4346
O -9.7702 -4.8316 -3.3812
C -8.8869 -3.8978 -3.7407
O -8.4106 -3.7602 -4.8372
O -8.6233 -3.1435 -2.6709
C -7.6859 -2.0927 -2.9084
H -10.8626 -6.4232 -4.0173
H -10.6242 -5.1716 -5.2465
H -9.2834 -6.2691 -4.8027
H -8.0627 -1.4018 -3.6603
H -6.7220 -2.5008 -3.2211
H -7.5564 -1.5548 -1.9761
C 6.0808 5.0208 3.4211
O 6.2391 3.8437 2.6276
C 7.2217 3.9166 1.7266
O 7.9471 4.8588 1.5450
O 7.2570 2.7594 1.0616
C 8.2674 2.6878 0.0539
H 5.2587 4.8345 4.1070
H 6.9830 5.2205 3.9970
H 5.8321 5.8762 2.7950
H 9.2577 2.7927 0.4940
H 8.1058 3.4491 -0.7077
H 8.1886 1.7060 -0.4066
```

- Frontier orbital gap: 10.19 eV
- M: 722.930 g/mol
- Spin multiplicity: 1
- HOMO energy: -10.2 eV



(2)
ORCA calculation (ωB97M-V/def2-TZVPD) on C21H43LaN2P3S as an isolated structure.

```
71
Properties=species:S:1:pos:R:3
La 0.1920 -1.4099 0.1271
P 1.6760 1.0254 1.0628
P -1.5599 0.1816 2.0797
P -1.4953 3.5762 -2.2689
H -0.0439 -3.1347 -4.6069
C 0.2716 -2.1271 -4.9329
C 1.5080 -1.6346 -4.8480
H 2.3225 -2.1501 -4.3331
C 3.1333 0.2823 1.9162
C 1.2940 2.3694 2.2537
C 2.4993 2.0269 -0.2322
C -3.1786 -0.6554 1.8487
C -1.1570 -0.3984 3.7779
C -2.1523 1.8595 2.4772
C -2.2714 4.6631 -3.4652
C -0.7859 4.5162 -0.9090
C -2.7543 2.4730 -1.6150
H -0.4783 -1.5611 -5.4826
H 1.8094 -0.7486 -5.4111
H 3.5281 -0.5860 1.3623
H 2.8509 -0.0381 2.9320
H 3.9054 1.0651 1.9751
H 0.8213 1.9683 3.1617
H 0.6265 3.1078 1.7857
H 2.2356 2.8687 2.5327
H 2.5907 1.4636 -1.1711
H 3.5006 2.3057 0.1288
H 1.9096 2.9338 -0.4301
H -3.8307 -0.4004 2.6986
H -3.0463 -1.7482 1.8031
H -3.6454 -0.3056 0.9153
H -1.9569 -0.0606 4.4496
H -0.1981 0.0150 4.1144
H -1.0944 -1.4931 3.8182
H -2.8901 1.7831 3.2864
H -2.6366 2.3223 1.6097
H -1.3348 2.5100 2.8041
H -3.2725 4.9218 -3.0845
H -2.3823 4.1601 -4.4363
H -1.6839 5.5805 -3.6080
H -1.2321 5.5220 -0.8945
H 0.3035 4.5916 -1.0514
H -0.9956 4.0068 0.0440
H -3.7290 2.9459 -1.7740
H -2.5855 2.3083 -0.5467
H -2.7097 1.5151 -2.1411
C 0.3492 0.0860 -2.6868
C -0.9692 -0.4320 -2.6216
C -1.1970 -1.7854 -2.3327
C -0.1321 -2.6810 -2.1204
C 1.1929 -2.1856 -2.0756
C 1.4082 -0.7711 -2.1868
S 0.6214 1.5632 -3.5985
H -0.2903 2.5422 -2.9809
H -1.7758 0.1594 -3.0750
H -2.2036 -2.2208 -2.4162
H -0.3386 -3.7545 -2.1557
H 2.0075 -2.9165 -2.1013
H 2.4245 -0.3843 -2.2448
C 1.9932 -3.9745 4.4671
N 1.4683 -3.9999 3.1092
C 1.2290 -5.1759 2.3936
C 0.7906 -4.7935 1.1679
N 0.7263 -3.3852 1.1346
C 1.1786 -2.9574 2.3417
H 1.4385 -4.6870 5.0841
H 3.0528 -4.2549 4.4804
H 1.8789 -2.9633 4.8633
H 1.4282 -6.1315 2.8549
H 0.5093 -5.3981 0.3146
H 1.3314 -1.9158 2.6622
```

- Energy above the lowest of the compared OMol25 structures with the same formula, charge and spin: 0.0 kcal per mole
- Frontier orbital gap: 5.57 eV
- M: 587.484 g/mol
- Spin multiplicity: 1
- HOMO energy: -15.4 eV
- Charge: +3